1.
ORCA calculation (ωB97M-V with the def2-TZVPD basis set) on a 20-piece molecular cluster, C28H84N12O32S8 overall in a non-equilibrium geometry.

Properties
highest occupied orbital energy	-8.50	eV
largest force on an atom	2.89	eV/Å
charge	0
energy	-200442.1363	eV
molecular weight	1357.6	g/mol
relative energy (zero: lowest compared OMol25 entry of this formula, charge and spin)	0.0	kcal per mole

Each line ends with the Mulliken charge.
Geometry (Å):
C  -3.909  0.868  2.974  0.34
N  -4.383  2.237  3.295  1.08
O  -4.309  2.609  4.460  -0.62
O  -4.759  2.978  2.393  -0.51
H  -2.836  0.885  3.222  -0.17
H  -3.857  0.794  1.915  -0.49
H  -4.387  0.056  3.518  0.36
C  -5.999  -3.790  -2.251  -0.92
N  -4.727  -3.680  -1.523  0.94
O  -4.389  -2.645  -0.997  -0.34
O  -4.063  -4.692  -1.475  -0.55
H  -6.705  -3.213  -1.677  0.28
H  -6.157  -4.865  -2.248  0.37
H  -5.900  -3.398  -3.259  0.26
C  1.250  -1.529  -6.929  -0.33
N  2.632  -0.949  -6.968  0.91
O  2.867  -0.349  -8.010  -0.57
O  3.486  -1.129  -6.086  -0.57
H  0.632  -0.750  -7.329  0.26
H  1.027  -1.638  -5.898  -0.05
H  1.206  -2.400  -7.514  0.32
C  -5.561  0.954  -5.343  -0.63
N  -4.889  2.210  -4.899  0.97
O  -5.151  2.549  -3.757  -0.53
O  -4.151  2.760  -5.672  -0.56
H  -4.992  0.541  -6.141  0.31
H  -6.539  1.289  -5.662  0.31
H  -5.508  0.297  -4.470  0.14
C  -2.167  4.636  -1.476  -1.00
N  -2.504  3.207  -1.506  0.98
O  -3.542  2.894  -1.006  -0.47
O  -1.752  2.424  -2.090  -0.41
H  -1.565  4.820  -0.583  0.15
H  -3.080  5.167  -1.352  0.38
H  -1.638  4.900  -2.403  0.30
C  -6.373  1.401  -0.560  -0.89
N  -5.488  0.379  -1.196  0.99
O  -5.882  -0.183  -2.193  -0.57
O  -4.428  0.251  -0.637  -0.46
H  -6.962  1.935  -1.272  0.30
H  -5.738  2.070  0.055  0.22
H  -6.989  0.815  0.095  0.33
C  -2.187  4.973  3.732  -0.69
N  -1.642  4.610  2.401  0.92
O  -1.772  3.449  2.090  -0.14
O  -1.092  5.403  1.691  -0.62
H  -2.279  6.046  3.834  0.33
H  -1.392  4.629  4.410  0.20
H  -3.168  4.498  3.893  0.17
C  5.106  -0.184  -3.502  -0.59
N  4.335  -0.843  -2.359  0.84
O  3.693  -0.145  -1.594  -0.11
O  4.405  -2.055  -2.269  -0.57
H  5.916  -0.812  -3.797  0.35
H  5.351  0.798  -3.127  0.16
H  4.395  -0.139  -4.352  0.10
C  -3.377  -4.186  2.118  -0.21
N  -4.426  -3.227  1.817  0.92
O  -5.498  -3.624  1.427  -0.60
O  -4.124  -2.056  1.950  -0.45
H  -3.790  -5.174  1.922  0.31
H  -3.255  -4.019  3.179  0.33
H  -2.490  -3.851  1.651  -0.35
C  -0.933  1.588  -5.319  -0.40
N  -1.779  0.500  -5.911  0.97
O  -2.327  -0.190  -5.077  -0.50
O  -1.868  0.393  -7.102  -0.61
H  -1.540  1.953  -4.535  -0.02
H  -0.704  2.284  -6.106  0.31
H  -0.063  1.060  -4.924  0.24
C  5.841  4.808  -0.575  -0.83
N  5.399  3.449  -0.867  0.88
O  4.215  3.325  -1.125  -0.36
O  6.184  2.538  -0.849  -0.57
H  5.378  5.038  0.401  0.24
H  5.509  5.484  -1.338  0.28
H  6.959  4.852  -0.404  0.30
C  -0.672  -5.866  -0.214  0.20
N  -0.395  -7.064  0.566  1.04
O  0.724  -7.580  0.362  -0.58
O  -1.225  -7.553  1.293  -0.61
H  0.296  -5.420  -0.335  -0.16
H  -1.384  -5.145  0.182  -0.28
H  -1.030  -6.274  -1.160  0.34
C  1.795  3.351  2.257  0.76
S  3.010  3.739  3.472  0.61
O  4.272  3.984  2.703  -0.76
C  2.383  5.306  3.752  -1.11
H  0.885  3.272  2.854  -0.71
H  2.031  2.361  1.812  -0.74
H  1.741  4.045  1.429  0.82
H  2.295  5.779  2.758  0.29
H  3.129  5.902  4.291  0.43
H  1.418  5.320  4.245  0.27
C  -1.361  -3.206  -3.075  -0.06
S  0.152  -3.902  -3.486  0.04
O  0.430  -3.513  -4.924  -0.54
C  1.281  -2.964  -2.534  -0.01
H  -1.425  -2.250  -3.516  -0.08
H  -1.503  -3.046  -2.005  -0.06
H  -2.126  -3.837  -3.510  0.43
H  2.285  -3.354  -2.663  0.48
H  0.985  -3.054  -1.478  -0.26
H  1.221  -1.969  -2.942  -0.01
C  -0.380  1.371  6.873  -1.26
S  -0.174  1.533  5.145  1.10
O  0.016  3.008  4.924  -0.85
C  1.359  0.691  5.129  0.03
H  -0.296  0.283  7.002  0.38
H  -1.330  1.825  7.134  0.40
H  0.553  1.810  7.284  0.37
H  1.714  0.775  4.116  -0.73
H  1.307  -0.378  5.403  0.11
H  2.148  1.202  5.736  0.51
C  1.449  2.480  -1.510  0.43
S  2.120  2.781  -3.088  0.24
O  1.913  1.520  -3.869  -0.46
C  0.788  3.886  -3.651  -0.63
H  1.173  3.415  -1.035  0.51
H  2.195  1.969  -0.894  -0.38
H  0.648  1.797  -1.625  -0.18
H  -0.176  3.414  -3.406  -0.44
H  1.060  4.004  -4.691  0.57
H  0.925  4.842  -3.125  0.45
C  3.835  -5.384  0.676  -1.32
S  2.466  -4.230  0.857  0.92
O  1.839  -4.608  2.133  -0.57
C  3.478  -2.799  1.143  -0.23
H  3.368  -6.389  0.647  0.35
H  4.514  -5.283  1.513  0.39
H  4.282  -5.144  -0.297  0.38
H  4.289  -2.927  1.866  0.57
H  2.781  -2.071  1.463  -0.69
H  3.884  -2.463  0.183  0.18
C  2.155  -2.992  4.713  0.16
S  0.866  -3.347  5.884  0.17
O  0.359  -2.031  6.317  -0.52
C  -0.239  -3.952  4.629  -0.56
H  1.668  -2.473  3.903  -0.70
H  2.626  -3.965  4.461  0.48
H  2.920  -2.372  5.261  0.31
H  -0.541  -3.200  3.880  -0.05
H  -1.053  -4.388  5.230  0.48
H  0.298  -4.725  4.118  0.30
C  5.510  1.197  3.490  -1.06
S  4.628  0.012  2.646  0.49
O  3.141  0.247  2.735  -0.46
C  5.015  0.562  1.011  -0.06
H  5.292  1.004  4.543  0.44
H  5.394  2.285  3.212  0.08
H  6.547  0.936  3.240  0.47
H  4.476  1.483  0.912  -0.32
H  4.777  -0.185  0.282  -0.29
H  6.062  0.827  0.870  0.68
C  -1.511  -0.100  -0.118  -0.30
S  -1.150  -1.077  1.357  0.14
O  -0.859  -2.484  0.866  -0.10
C  0.470  -0.392  1.572  2.00
H  -0.632  -0.229  -0.755  0.31
H  -1.636  0.927  0.255  0.09
H  -2.413  -0.551  -0.462  -0.07
H  0.955  -1.102  2.254  -1.74
H  0.249  0.604  2.012  -0.32
H  0.865  -0.401  0.576  -0.03

2.
ORCA calculation (ωB97M-V with the def2-TZVPD basis set) on a 14-piece molecular cluster, C28H84N2O14 overall in a non-equilibrium geometry.

Properties
highest occupied orbital energy	-8.59	eV
largest force on an atom	11.80	eV/Å
charge	0
energy	-62029.6797	eV
molecular weight	673.0	g/mol
relative energy (zero: lowest compared OMol25 entry of this formula, charge and spin)	303.4	kcal per mole

Each line ends with the Mulliken charge.
Geometry (Å):
C  -3.511  -0.197  0.899  0.12
O  -3.695  -0.528  2.273  -0.88
H  -4.109  0.667  0.655  0.61
H  -3.686  -1.089  0.224  0.06
H  -2.483  0.133  0.822  -0.51
H  -4.543  -0.989  2.278  0.33
C  2.651  -3.044  1.642  -0.09
O  3.481  -3.154  0.548  -0.55
H  2.265  -2.029  1.689  -0.32
H  3.211  -3.332  2.617  0.27
H  1.759  -3.653  1.628  0.40
H  4.411  -2.889  0.800  0.22
C  1.747  2.344  -2.551  0.02
O  1.112  1.474  -3.408  -0.60
H  2.761  2.240  -2.494  0.53
H  1.273  2.181  -1.630  -0.75
H  1.543  3.387  -2.897  0.33
H  0.162  1.739  -3.562  0.38
C  3.555  -0.626  -2.631  0.04
O  4.454  -1.626  -3.086  -0.72
H  4.102  0.321  -2.371  0.26
H  3.047  -0.957  -1.696  -0.27
H  2.866  -0.466  -3.467  0.30
H  3.964  -2.457  -2.906  0.42
C  1.606  0.857  4.005  0.35
O  1.986  0.794  5.380  -0.68
H  2.177  0.272  3.183  -0.06
H  1.610  1.896  3.760  0.26
H  0.636  0.376  4.022  -0.17
H  2.533  0.000  5.551  0.34
C  0.830  -0.304  -0.281  -0.11
O  1.529  0.550  0.668  1.94
H  -0.215  -0.201  -0.130  0.12
H  1.149  -1.296  -0.124  -0.78
H  0.783  0.020  -1.304  0.12
H  0.825  1.129  1.100  -0.76
C  -1.337  2.062  3.057  -0.50
O  -0.672  1.548  1.858  -0.12
N  -0.954  3.050  3.748  -0.15
N  -2.527  1.720  3.468  -0.29
H  -0.077  3.516  3.514  0.32
H  -1.392  3.520  4.605  0.24
H  -2.883  0.870  2.950  0.18
H  -3.081  2.012  4.333  0.23
C  -3.981  -1.245  -2.907  -0.84
C  -3.069  -0.314  -3.635  0.81
C  -1.646  -0.543  -3.077  -0.49
O  -2.991  -0.487  -4.841  -0.52
H  -4.919  -1.230  -3.497  0.33
H  -4.211  -1.180  -1.872  0.15
H  -3.470  -2.246  -3.084  0.02
H  -3.276  0.734  -3.539  -0.21
H  -0.973  0.198  -3.596  0.18
H  -1.234  -1.541  -3.255  0.86
H  -1.543  -0.453  -2.029  -0.55
H  -3.760  -0.243  -5.325  0.47
C  0.874  -3.217  -2.240  -0.43
C  2.054  -4.193  -2.259  0.10
C  1.997  -4.795  -3.687  -2.01
O  3.172  -3.653  -2.061  -0.61
H  1.094  -2.359  -2.815  0.31
H  0.716  -2.981  -1.167  -0.61
H  -0.048  -3.577  -2.585  0.86
H  1.994  -5.044  -1.662  0.47
H  1.925  -4.050  -4.412  0.46
H  1.163  -5.436  -3.837  0.45
H  2.911  -5.324  -3.835  0.48
H  3.311  -3.523  -1.105  0.50
C  0.416  -2.248  4.430  -1.44
C  -0.791  -1.853  3.603  2.02
C  -0.833  -2.382  2.229  1.63
O  -1.920  -2.173  4.060  -0.70
H  1.341  -2.000  3.889  0.02
H  0.492  -3.320  4.598  0.40
H  0.466  -1.721  5.336  0.44
H  -0.929  -0.774  3.542  -1.02
H  -0.793  -3.465  2.296  0.83
H  0.021  -2.220  1.532  -1.55
H  -1.823  -2.158  1.641  -1.17
H  -2.605  -1.669  3.559  0.44
C  0.487  4.315  0.188  -0.19
C  0.184  5.806  0.139  0.28
C  -0.409  6.400  1.397  -1.91
O  1.143  6.472  -0.252  -0.48
H  -0.415  3.751  0.430  -0.08
H  1.158  4.119  0.947  0.84
H  0.777  3.881  -0.741  -0.47
H  -0.622  5.841  -0.641  0.21
H  -0.384  7.459  1.578  0.40
H  0.068  6.044  2.193  0.44
H  -1.412  6.226  1.428  0.45
H  0.839  6.871  -1.049  0.45
C  3.883  1.873  1.925  -1.62
C  4.510  0.894  0.926  1.52
C  6.033  0.812  1.312  -1.61
O  4.029  -0.248  0.916  -0.32
H  2.810  2.164  1.854  -0.28
H  4.417  2.761  1.878  0.78
H  4.056  1.498  2.856  0.57
H  4.313  1.321  -0.084  -0.20
H  6.308  0.005  2.077  0.28
H  6.445  1.717  1.677  0.42
H  6.669  0.547  0.421  0.37
H  3.071  -0.021  0.768  -0.26
C  -2.204  -3.270  -0.821  0.24
C  -3.451  -3.969  -0.277  -0.11
C  -3.498  -4.023  1.193  -1.44
O  -4.484  -3.449  -0.736  -0.55
H  -2.294  -2.136  -0.762  -0.61
H  -1.977  -3.798  -1.743  0.64
H  -1.340  -3.553  -0.180  0.18
H  -3.398  -5.035  -0.521  0.48
H  -2.679  -4.509  1.758  0.27
H  -4.420  -4.477  1.428  0.51
H  -3.645  -3.026  1.635  0.20
H  -4.520  -3.651  -1.677  0.49
C  -3.157  3.761  -2.688  -2.05
C  -1.864  3.298  -2.243  0.91
C  -2.049  2.206  -1.225  -1.69
O  -1.110  2.942  -3.169  -0.13
H  -3.016  4.452  -3.531  0.56
H  -3.757  4.291  -1.971  0.42
H  -3.794  3.057  -3.171  0.39
H  -1.449  4.188  -1.809  -0.73
H  -2.574  2.485  -0.357  1.08
H  -1.129  1.752  -0.863  -0.09
H  -2.717  1.471  -1.554  0.91
H  -1.432  3.331  -3.989  0.33

Question: Among the records above, which one has the highest energy?
Answer: C28H84N2O14